Record 1
28
Properties=species:S:1:pos:R:3 method="wB97M-V/def2-TZVPD" charge=0 e_lumo_ev=0.582 de_lowest_kj_mol=274.33 homo_ev=-8.548 spin_multiplicity=1
C 1.5234 -2.1272 -1.3862
N 2.4043 -1.4699 -0.8886
C 2.2147 -0.3164 -0.1959
C 3.1725 0.6637 -0.2087
C 2.9874 1.9436 0.2995
C 1.7763 2.2497 0.8561
C 0.8216 1.2432 1.0856
C 1.0752 -0.0246 0.5717
C 0.1080 -1.1306 0.9302
O 0.5413 -2.0347 1.5987
N -1.2068 -0.9897 0.5566
C -2.0908 -2.0621 1.0735
P -1.4815 -0.2851 -1.0316
O -1.9989 1.1967 -0.6893
C -3.3363 1.6399 -0.9436
H 0.4733 -1.9067 -1.7146
H 1.7508 -3.0743 -1.7818
H 4.0701 0.4609 -0.7847
H 3.7549 2.7279 0.4540
H 1.8216 3.2664 1.2174
H -0.2168 1.5414 1.3417
H -2.6430 -1.6590 1.8806
H -2.8366 -2.2649 0.3289
H -1.5071 -2.9271 1.2049
H -0.2051 0.3023 -0.9265
H -3.9212 1.1792 -1.8704
H -3.2560 2.6636 -0.9482
H -3.7955 1.1938 -0.0294



Record 2
21
Properties=species:S:1:pos:R:3 method="wB97M-V/def2-TZVPD" charge=0 e_lumo_ev="-0.841 / -0.855" de_lowest_kj_mol=535.61 homo_ev="-6.477 / -7.919" s_squared=2.09 spin_multiplicity=3
C 0.6803 3.0741 2.3383
C 1.3193 1.9471 2.5017
C -0.4432 -1.6589 -0.9949
C -1.1984 -2.5045 -0.4981
C -0.1386 2.1770 0.2907
C -0.0853 3.3594 1.2953
C 1.3892 0.8088 1.7301
C 0.2316 -0.6888 -1.5924
C 0.6213 0.9955 0.6160
C -2.3403 -3.2403 -0.0109
C 1.6334 -0.6533 -2.0199
H -1.1858 1.8911 0.1462
H 0.1925 2.5563 -0.6835
H -0.6367 4.2603 1.0740
H 1.9493 -0.0808 1.9595
H -3.0389 -3.3983 -0.8338
H -2.8574 -2.6598 0.7575
H -2.0586 -4.2105 0.4043
H 2.3139 -1.1121 -1.2980
H 1.9553 0.3662 -2.2340
H 1.6971 -1.2285 -2.9480